# 1
A cluster of 5 separate species, C47H63N4O8 in total. Source: the Open Molecules 2025 dataset; level of theory: ωB97M-V with the def2-TZVPD basis set.

Each line ends with the Mulliken charge.
Element x y z (Å)
C  -0.84  11.29  12.05  -0.98
C  -1.72  10.84  10.79  -0.43
C  -1.77  9.23  10.71  -0.57
C  -2.89  8.88  9.60  -0.65
C  -3.04  7.27  9.52  -0.48
C  -2.86  6.86  7.99  -0.68
C  -2.42  5.35  7.75  -0.44
C  -3.48  4.26  8.25  -0.56
C  -2.83  2.78  8.18  -0.76
C  -2.49  2.33  6.67  -0.55
C  -1.06  1.64  6.51  -0.28
C  -1.18  0.05  6.27  -0.58
C  0.19  -0.43  5.60  -0.86
C  0.06  -0.72  4.01  -0.04
C  1.39  -0.13  3.35  -1.18
N  1.35  -0.02  1.87  0.41
C  1.17  1.24  1.23  0.43
N  0.97  2.45  1.80  -0.35
N  1.21  1.15  -0.19  -0.57
C  1.42  -0.25  -0.36  0.28
C  1.55  -0.77  -1.85  -0.42
C  0.39  -0.03  -2.70  -0.76
C  -0.37  -1.12  -3.63  -0.64
C  -1.19  -2.07  -2.60  -0.24
C  -2.36  -2.75  -3.43  -0.85
N  1.50  -0.93  0.88  0.04
C  1.73  -2.39  1.07  -0.77
H  -1.45  11.07  12.98  0.27
H  -0.60  12.39  11.93  0.32
H  0.10  10.64  12.04  0.26
H  -2.81  11.20  10.85  0.28
H  -1.27  11.20  9.80  0.29
H  -2.15  8.77  11.68  0.28
H  -0.76  8.78  10.42  0.28
H  -2.48  9.32  8.62  0.28
H  -3.87  9.41  9.81  0.38
H  -2.19  6.86  10.16  0.27
H  -4.04  6.97  9.96  0.28
H  -3.79  7.18  7.43  0.24
H  -2.00  7.51  7.58  0.35
H  -1.43  5.18  8.29  0.22
H  -2.30  5.22  6.62  0.24
H  -3.86  4.45  9.30  0.30
H  -4.41  4.26  7.58  0.25
H  -3.62  2.05  8.57  0.31
H  -1.93  2.70  8.87  0.35
H  -2.53  3.20  5.94  0.29
H  -3.34  1.63  6.35  0.37
H  -0.58  2.07  5.56  -0.12
H  -0.35  1.85  7.37  0.35
H  -1.28  -0.52  7.26  0.23
H  -2.02  -0.23  5.55  0.38
H  0.66  -1.33  6.13  0.50
H  0.94  0.43  5.75  0.39
H  -0.90  -0.29  3.61  0.31
H  0.10  -1.86  3.93  0.20
H  1.53  0.92  3.75  0.50
H  2.24  -0.83  3.61  0.14
H  1.33  3.32  1.39  0.24
H  0.40  2.51  2.65  0.21
H  2.58  -0.44  -2.24  0.37
H  1.51  -1.89  -1.97  0.27
H  -0.43  0.38  -2.02  0.43
H  0.79  0.84  -3.30  0.33
H  -1.11  -0.51  -4.26  0.38
H  0.34  -1.71  -4.29  0.28
H  -0.44  -2.80  -2.15  0.14
H  -1.64  -1.45  -1.76  0.29
H  -2.94  -3.43  -2.73  0.36
H  -3.01  -1.90  -3.84  0.31
H  -1.90  -3.31  -4.31  0.04
H  2.82  -2.64  1.28  0.29
H  1.34  -2.91  0.14  0.29
H  1.05  -2.73  1.92  0.30
C  -1.33  -4.95  -7.91  -0.64
C  -1.58  -4.77  -9.21  -0.31
C  -1.37  -3.46  -9.86  0.39
O  -1.61  -3.30  -11.04  -0.58
C  -0.86  -2.35  -9.02  -0.51
C  -0.61  -2.53  -7.72  0.01
C  -0.82  -3.84  -7.07  0.53
O  -0.58  -4.00  -5.89  -0.62
H  -1.48  -5.90  -7.41  0.46
H  -1.96  -5.57  -9.83  0.42
H  -0.72  -1.41  -9.52  0.44
H  -0.23  -1.73  -7.10  0.43
C  3.54  -7.07  3.09  -0.38
C  4.54  -7.78  2.56  -0.33
C  5.74  -7.12  1.99  0.31
O  6.64  -7.77  1.51  -0.52
C  5.79  -5.64  2.04  -0.40
C  4.79  -4.93  2.56  -0.23
C  3.59  -5.59  3.13  0.45
O  2.68  -4.94  3.62  -0.56
H  2.66  -7.53  3.51  0.42
H  4.52  -8.86  2.52  0.41
H  6.67  -5.18  1.62  0.42
H  4.81  -3.85  2.60  0.41
C  -1.19  -8.38  -14.53  -0.40
C  -1.27  -8.63  -13.22  -0.42
C  -1.18  -7.54  -12.23  0.56
O  -1.25  -7.76  -11.03  -0.55
C  -1.00  -6.16  -12.74  0.04
C  -0.92  -5.91  -14.05  -0.45
C  -1.01  -7.00  -15.04  0.32
O  -0.93  -6.78  -16.23  -0.54
H  -1.25  -9.16  -15.27  0.40
H  -1.40  -9.63  -12.83  0.41
H  -0.94  -5.37  -12.00  0.16
H  -0.79  -4.91  -14.44  0.44
C  2.74  0.77  -9.42  -0.42
C  3.74  1.62  -9.18  -0.42
C  4.21  1.90  -7.81  0.29
O  5.12  2.67  -7.59  -0.53
C  3.52  1.19  -6.70  -0.38
C  2.52  0.34  -6.94  -0.23
C  2.06  0.07  -8.31  0.19
O  1.15  -0.71  -8.53  -0.34
H  2.39  0.56  -10.42  0.43
H  4.26  2.14  -9.98  0.41
H  3.87  1.40  -5.70  0.41
H  2.01  -0.18  -6.14  0.51

2S+1 ... 1
E ... -2649.1254 Ha
LUMO energy ... -3.62 eV
HOMO-LUMO gap ... 0.279 Eh
Charge ... +1

# 2
A structure of composition C47H64BIN2PPt. Source: the Open Molecules 2025 dataset; level of theory: ωB97M-V with the def2-TZVPD basis set.

Each line ends with the Mulliken charge.
Element x y z (Å)
Pt  0.94  0.43  0.28  -0.28
C  0.32  2.71  4.57  -1.31
C  0.56  1.22  4.42  -0.98
P  1.39  0.63  2.86  1.11
C  1.45  -1.18  3.18  1.74
C  1.40  -1.72  4.60  -1.81
C  3.12  1.23  3.15  -0.26
C  3.92  0.63  4.30  -1.46
H  -0.11  2.93  5.55  0.43
H  -0.37  3.10  3.82  0.27
H  1.25  3.28  4.49  0.29
H  -0.40  0.69  4.45  0.20
H  1.14  0.85  5.27  0.64
H  2.34  -1.53  2.65  -0.02
H  0.61  -1.58  2.61  -1.61
H  2.26  -1.40  5.20  0.38
H  1.41  -2.81  4.58  0.37
H  0.50  -1.41  5.13  0.27
H  3.04  2.31  3.26  0.33
H  3.64  1.06  2.21  0.24
H  3.43  0.77  5.26  0.29
H  4.91  1.09  4.36  0.43
H  4.07  -0.44  4.15  0.27
I  4.29  -1.56  0.66  -0.30
C  2.88  -0.07  -0.25  -1.77
H  2.99  -0.35  -1.30  0.53
H  3.44  0.85  -0.06  0.74
C  0.67  -4.45  1.55  -1.39
C  -0.67  -4.02  0.95  2.18
C  -1.60  -5.22  0.80  -1.91
C  -1.34  -2.91  1.74  0.86
C  -1.65  -3.14  3.08  -0.27
C  -2.28  -2.18  3.84  -1.65
C  -2.64  -0.98  3.25  0.12
C  -2.36  -0.71  1.92  0.78
C  -2.87  0.56  1.28  2.23
C  -4.38  0.49  1.06  -2.04
C  -2.50  1.81  2.07  -1.24
C  -1.69  -1.68  1.17  -1.00
N  -1.35  -1.45  -0.20  0.94
B  -0.11  -0.86  -0.74  2.64
N  -0.12  -1.38  -2.12  0.78
C  -1.30  -2.11  -2.33  -1.01
C  -2.02  -2.15  -1.20  -1.56
C  0.90  -1.45  -3.11  -0.38
C  1.75  -2.57  -3.15  0.54
C  2.67  -2.67  -4.19  -0.50
C  2.76  -1.69  -5.16  -1.41
C  1.91  -0.60  -5.12  -0.27
C  0.97  -0.47  -4.10  0.46
C  0.00  0.70  -4.12  2.45
C  0.72  2.03  -4.27  -1.78
C  -1.05  0.51  -5.21  -1.79
C  1.63  -3.70  -2.14  2.52
C  2.98  -4.30  -1.75  -1.85
C  0.73  -4.82  -2.67  -1.57
H  1.11  -5.25  0.95  0.41
H  0.56  -4.83  2.57  0.41
H  1.39  -3.63  1.57  0.19
H  -0.47  -3.64  -0.05  -1.20
H  -1.81  -5.67  1.78  0.39
H  -1.14  -5.99  0.18  0.42
H  -2.55  -4.94  0.35  0.35
H  -1.37  -4.09  3.53  0.33
H  -2.51  -2.37  4.89  0.37
H  -3.16  -0.23  3.84  0.38
H  -2.39  0.64  0.31  -1.41
H  -4.91  0.44  2.01  0.41
H  -4.65  -0.40  0.48  0.36
H  -4.73  1.37  0.52  0.47
H  -2.95  1.81  3.07  0.46
H  -2.84  2.70  1.55  0.49
H  -1.41  1.88  2.18  -0.07
H  -1.53  -2.53  -3.29  0.66
H  -2.96  -2.64  -1.01  0.50
H  3.34  -3.52  -4.23  0.26
H  3.50  -1.78  -5.95  0.36
H  1.97  0.16  -5.88  0.37
H  -0.50  0.71  -3.16  -0.96
H  1.20  2.12  -5.25  0.43
H  1.48  2.15  -3.50  0.34
H  0.00  2.85  -4.17  0.42
H  -0.59  0.54  -6.20  0.38
H  -1.80  1.31  -5.16  0.45
H  -1.57  -0.44  -5.11  0.31
H  1.17  -3.28  -1.25  -1.15
H  3.44  -4.84  -2.59  0.42
H  2.84  -5.03  -0.95  0.31
H  3.68  -3.54  -1.40  0.33
H  1.17  -5.27  -3.57  0.38
H  -0.26  -4.46  -2.93  0.27
H  0.61  -5.61  -1.92  0.37
C  -4.01  5.25  -2.41  -0.52
C  -3.01  5.54  -1.49  -0.86
C  -2.13  4.57  -1.06  -0.09
C  -2.21  3.26  -1.55  0.87
C  -3.24  2.98  -2.46  -0.60
C  -4.12  3.95  -2.89  -0.96
C  -1.35  2.12  -1.13  0.09
C  -0.21  2.06  -0.42  -0.43
C  0.55  3.30  -0.10  -1.32
C  1.08  4.11  -1.11  0.81
C  1.82  5.24  -0.82  -1.06
C  2.06  5.60  0.51  -0.64
C  1.55  4.81  1.52  -0.88
C  0.82  3.67  1.22  0.94
H  -4.70  6.02  -2.73  0.39
H  -2.93  6.55  -1.09  0.43
H  -1.38  4.83  -0.33  0.40
H  -3.33  1.96  -2.83  0.48
H  -4.90  3.70  -3.59  0.40
H  -1.78  1.17  -1.46  -0.43
H  0.88  3.86  -2.15  0.37
H  2.21  5.85  -1.62  0.40
H  2.65  6.48  0.74  0.37
H  1.73  5.07  2.56  0.34
H  0.43  3.04  2.00  -0.33

2S+1 ... 1
E ... -2722.2043 Ha
LUMO energy ... 2.50 eV
HOMO-LUMO gap ... 0.223 Eh
Charge ... -1
Relative energy (zero: lowest compared OMol25 entry of this formula, charge and spin) ... 16.7 kcal per mole

In the order shown, the computed maximum force values come out to 6.16; 1.54 eV/A.